DFT (ωB97M-V with the def2-TZVPD basis set) results for a cluster of 11 separate species, C44H110BN10O18 in total.

Element x y z (Å)
C1 3.81349 4.73564 -0.62581
H1 -4.18380 3.58351 -1.04633
C2 0.24482 -3.87355 -1.25742
H2 -0.49024 -5.87352 3.15124
H3 -5.88210 0.48501 -3.03446
H4 1.31738 -3.73056 -1.38883
H5 1.57998 2.37363 2.24956
H6 3.29901 2.57902 2.84711
N1 5.05231 0.38460 -2.76903
C3 -1.24156 -2.81655 3.91435
H7 0.42408 4.32454 0.60964
C4 -0.05241 3.96611 4.14049
H8 0.07626 3.82803 3.06696
H9 -6.47522 -2.36157 3.59157
O1 4.98900 4.31771 0.04472
O2 -7.09162 -0.74239 2.67308
C5 4.77879 -3.44345 -1.76936
H10 -1.95218 3.09689 4.38149
C6 1.27023 4.64018 -0.00069
H11 -6.79953 5.12981 2.72204
H12 -5.66562 6.42999 2.71102
H13 1.29389 -3.83267 4.24376
H14 -7.48216 -1.01643 -0.10224
H15 9.49577 0.77784 0.27547
H16 2.70624 3.62829 0.85941
H17 3.91316 5.75425 -1.00077
O3 -4.03738 0.74955 0.17332
N2 -6.09074 -0.20615 -2.32815
H18 7.54198 -0.49628 -0.11637
O4 4.05149 -5.78400 -1.69675
C7 -0.15724 -4.30894 -4.21323
H19 5.58412 -0.98037 -4.14065
O5 -1.94693 0.12891 -0.49125
H20 4.00335 -3.19998 -2.49567
H21 -2.11978 -4.41603 -4.75556
C8 1.33349 -0.63631 0.42664
C9 5.02563 -0.12834 -7.26464
H22 -1.76263 -5.07661 -3.36511
N3 -1.40093 3.92763 4.54304
H23 6.36301 1.12067 -1.31998
O6 2.26820 -1.37034 0.79027
C10 4.94779 -0.09558 -4.12271
H24 2.93534 6.56600 0.97586
H25 0.70408 2.78700 5.82169
H26 -5.37775 3.53248 -0.03245
H27 -5.10916 -0.45071 3.03633
C11 -7.18814 -2.14065 2.79719
H28 -2.77284 4.31031 -1.72033
H29 3.51550 -4.28821 2.92753
C12 7.34340 0.46908 0.34920
H30 -9.64903 -4.43971 2.84001
H31 0.11531 1.89017 4.35411
O7 -0.54642 -3.04004 -2.09795
C13 -8.24975 0.90740 -2.05607
H32 -7.38209 3.49430 -2.26583
H33 5.43824 -0.54929 3.98731
H34 2.44380 1.10825 3.00735
H35 5.24299 0.01465 0.73098
H36 -5.12965 3.20160 1.55221
C14 0.50381 -4.34868 -5.59329
H37 4.14366 0.63108 -2.40336
H38 6.43995 -2.83127 -2.95948
H39 -5.53031 -0.60878 1.33573
O8 0.04586 -0.84998 0.56869
C15 6.12820 0.29459 1.30207
H40 -1.89532 4.55723 3.92718
H41 -8.39870 -2.48301 5.21274
H42 5.82080 -2.12913 3.41271
C16 2.88010 -5.95929 -2.57851
O9 -3.84962 5.68236 -0.68135
O10 6.54364 -0.72227 2.10717
H43 -10.07005 -2.69819 4.84954
N4 -8.71643 -4.07232 2.96402
H44 6.25970 -4.61483 -2.92165
H45 6.02740 1.25816 1.80154
H46 -3.13452 4.81388 0.98551
H47 4.64912 -1.14307 2.46508
H48 3.60323 -5.62799 1.88075
H49 3.35057 -1.45498 -3.61499
H50 6.85879 4.13122 -0.01874
C17 8.67087 0.86522 0.98258
O11 0.34785 1.18559 -0.69750
N5 -5.72277 3.69754 0.90233
H51 -4.25191 4.72244 -2.47278
H52 0.25240 -5.24028 -6.16770
C18 2.99282 -5.21287 2.68273
H53 3.43704 -1.02270 -5.45425
H54 -7.86498 1.46488 -1.20210
H55 -0.97774 -2.93041 4.96580
O12 2.64110 1.07808 -0.97694
H56 4.69130 1.73220 -5.52943
N6 4.76400 -2.31194 -0.97791
H57 -0.84722 -3.70161 2.01908
N7 -1.07024 -5.11972 3.49107
C19 -0.59002 -3.87712 3.06366
H58 -9.31565 0.68157 -2.08705
H59 -8.78047 -1.71874 -1.08040
C20 -3.95243 5.48219 0.71630
C21 0.94072 -3.88604 3.21394
H60 2.78590 -0.02327 -4.28176
H61 6.42331 1.98404 -0.20673
N8 7.09959 1.41387 -0.69423
C22 5.36193 0.93708 -5.20365
H62 -5.11657 4.80111 3.13967
H63 -6.07888 5.64498 0.50450
H64 -7.83831 -0.94554 -3.20224
H65 3.22858 -4.18128 -0.60753
C23 -9.15547 -2.24714 4.46457
H66 6.28553 4.01526 -1.66968
H67 -5.91281 0.85956 2.17043
O13 1.96694 2.78268 4.28815
H68 2.05892 -6.34199 -1.97245
C24 5.55478 -1.12869 3.07145
H69 4.87219 -1.19011 -7.07173
C25 1.57843 0.63400 -0.50639
O14 -2.73041 2.00314 2.41092
H70 5.42043 -2.62404 -0.27662
C26 0.50951 5.31267 4.41677
H71 -0.89714 -5.06945 4.48486
C27 -7.73250 -1.41899 -1.08376
H72 6.39181 5.62365 -0.97910
H73 4.74408 -4.81387 -0.06431
H74 -8.07128 3.59084 -3.89081
H75 -2.30776 -3.04238 3.93216
N9 -1.39020 -4.94019 -4.29397
C28 -8.16192 3.10403 -2.91977
H76 0.84888 5.54420 -0.44039
H77 -7.25425 -2.39392 -1.17808
H78 0.04686 -4.90643 -1.54393
C29 -2.13593 1.41436 1.50688
H79 -9.09359 3.42670 -2.45502
O15 -8.00589 1.69876 -3.15878
C30 -2.79220 0.69120 0.29589
H80 -3.89672 6.48331 1.14381
C31 3.58916 -0.74877 -4.41026
C32 -5.76569 5.37066 2.47456
C33 -7.51025 -0.46453 -2.28077
C34 -3.82074 4.50823 -1.49487
C35 2.30105 2.18818 3.04565
H81 1.35947 -2.93465 2.88590
H82 -1.01017 -1.83292 3.50565
H83 3.07567 -5.69433 3.65712
H84 -0.06068 -3.70710 -0.22443
N10 2.83310 5.70839 1.49945
C36 6.18017 4.58062 -0.74374
H85 0.44668 -4.97955 -3.60194
H86 8.95340 0.17355 1.77623
H87 1.57953 -4.39126 -5.42268
H88 -9.17010 -1.15727 4.45659
H89 4.00746 0.21910 -7.43988
H90 3.57001 4.09292 -1.47182
H91 -0.73370 -2.19342 -3.97434
H92 -9.28205 -2.19373 2.34405
C37 2.65621 4.63648 0.44813
H93 0.64515 5.60914 5.45687
H94 5.18802 -0.52220 -2.34547
C38 0.62263 2.77664 4.73478
H95 1.15941 3.92162 -0.81278
H96 -8.34879 -4.24094 2.03855
C39 -5.87500 -0.22264 2.29499
O16 5.90011 0.36223 -6.34266
H97 6.12985 1.60802 -4.81866
H98 0.83495 -2.44690 -3.45238
H99 3.67054 5.59614 2.05279
C40 -0.13346 -2.94703 -3.46455
O17 -0.83161 1.14284 1.43432
H100 5.49095 0.01157 -8.24035
H101 8.79297 1.88797 1.33919
H102 6.76545 -3.80077 -1.46879
H103 2.52010 -5.07930 -3.11155
H104 -6.83617 -2.51209 1.83477
C41 -5.37442 5.06543 1.10112
C42 -8.67234 -2.63132 3.13453
H105 3.02497 -6.73413 -3.33133
B1 -0.58510 0.39250 0.15388
H106 0.32755 -3.46329 -6.20413
H107 -5.64921 -0.17102 -1.42045
C43 6.14337 -3.68981 -2.35694
H108 1.50949 5.22504 3.99196
H109 0.25776 6.22446 3.87516
C44 4.16148 -4.61765 -0.96442
O18 1.57593 -4.94553 2.47087
H110 3.88118 -2.33518 -0.48783

Output
Kohn-Sham gap: 8.6 eV
ΔE to the lowest compared entry with this formula, charge and spin: 140.7 kcal per mole
HOMO energy: -6.64 eV
Charge: -1

DFT (ωB97M-V with the def2-TZVPD basis set) results for a cluster of 12 separate species, C44H116N8O16 in total.

Element x y z (Å)
H1 14.73970 -24.47858 -19.60433
H2 20.24741 -26.12608 -22.48548
H3 13.44247 -10.50964 -16.74110
H4 15.06549 -18.91866 -22.70217
O1 14.88219 -13.96803 -15.01840
H5 16.36707 -19.76531 -18.72158
C1 18.28830 -17.02226 -20.26449
C2 15.41350 -19.90975 -22.45350
O2 15.22060 -23.12355 -23.09564
C3 16.19675 -19.43170 -15.05021
H6 15.04804 -13.24181 -17.16406
O3 18.84912 -20.16042 -18.86382
H7 13.97738 -20.49434 -20.42361
H8 19.25446 -17.58922 -20.11295
H9 12.95468 -21.69442 -14.19604
H10 12.06246 -11.14436 -15.79579
H11 17.41635 -25.28336 -23.23132
H12 12.23936 -15.57898 -15.86096
H13 14.64524 -20.64004 -22.70836
C4 13.03217 -11.35096 -16.21146
H14 18.41036 -15.98106 -19.96883
H15 8.51795 -19.76824 -7.69555
H16 20.09076 -26.04117 -19.39562
H17 15.76303 -17.48511 -18.33062
H18 20.15388 -22.60179 -20.81311
H19 18.59625 -20.97208 -12.10941
N1 17.22468 -22.98505 -22.09255
H20 10.41748 -20.54700 -20.82380
H21 8.70343 -20.21662 -20.91093
H22 11.60887 -14.18394 -19.44552
H23 7.80308 -20.96776 -14.57015
C5 19.56033 -26.70392 -21.83803
H24 7.71120 -19.27964 -15.15845
C6 18.60068 -21.46616 -13.08087
H25 16.24452 -23.88120 -12.66935
H26 11.16513 -20.17835 -17.23363
H27 19.42374 -24.28489 -18.14798
H28 19.65685 -21.66114 -13.27631
N2 18.49280 -23.02472 -19.59671
H29 18.68458 -20.50161 -20.76394
O4 16.86443 -19.85567 -13.94863
H30 15.93960 -21.86724 -8.51061
O5 15.88893 -20.06685 -21.15411
H31 19.01538 -19.65492 -16.95542
C7 18.07409 -20.52115 -14.19753
O6 12.10043 -24.23256 -19.32503
H32 18.89228 -19.80677 -14.38866
H33 11.62664 -17.84909 -12.40854
H34 16.34333 -21.14402 -11.45164
C8 12.24276 -22.19548 -14.80286
H35 9.55387 -21.40900 -18.82234
H36 20.39672 -20.27935 -20.20214
O7 13.15356 -16.14740 -21.36067
H37 15.14972 -21.02975 -18.47344
C9 14.81979 -19.82480 -20.23484
C10 17.79321 -17.07498 -21.68717
C11 14.32475 -23.55936 -20.03312
H38 15.86864 -20.22842 -15.70296
C12 16.23331 -13.54978 -14.76988
H39 17.91156 -21.07375 -15.16958
O8 16.74133 -22.86295 -10.19915
H40 14.36867 -22.69853 -19.39898
C13 10.00540 -18.33660 -9.98653
N3 14.53465 -19.07169 -17.87022
C14 19.67692 -20.01492 -17.75077
H41 14.43759 -15.74534 -17.31159
H42 20.20395 -20.89610 -17.42991
C15 13.02073 -12.48776 -17.16945
H43 14.93049 -23.34488 -20.90238
C16 18.84039 -24.35578 -19.06781
C17 12.88577 -23.86052 -20.49131
H44 11.33557 -11.68437 -18.03088
H45 20.41927 -24.74408 -20.58370
H46 7.14642 -18.65601 -8.02261
C18 9.60625 -19.95349 -20.35810
H47 17.06805 -14.36524 -16.54803
C19 9.01703 -17.47962 -9.17545
H48 16.82107 -18.74891 -15.67122
H49 18.87671 -27.23627 -22.50445
H50 17.92329 -22.54489 -18.88208
H51 9.27484 -16.44491 -9.35445
H52 11.90367 -23.11830 -14.35273
O9 12.11967 -12.22003 -18.31702
H53 16.21259 -20.16679 -23.14775
H54 14.18707 -17.42618 -19.15921
H55 11.37425 -21.61025 -15.02221
H56 11.32718 -18.91016 -18.52316
H57 14.46422 -18.84819 -20.48730
C20 14.70960 -17.65707 -18.20122
C21 19.68974 -22.26042 -19.88498
C22 16.10859 -22.20304 -11.28948
H58 16.72021 -14.50619 -12.90726
H59 16.21716 -12.56922 -15.26035
C23 19.63221 -25.27118 -20.02120
H60 14.93093 -22.82667 -15.76308
C24 9.70021 -20.33007 -18.92594
C25 14.07297 -23.33357 -16.23392
H61 19.53248 -17.08404 -22.63966
H62 10.81936 -19.09408 -14.62242
H63 15.86916 -16.43087 -21.02737
H64 12.37519 -22.96424 -20.88035
C26 17.16666 -14.51484 -15.45622
H65 11.13835 -19.47598 -11.90890
C27 12.80946 -22.51620 -16.16014
H66 13.56145 -19.32013 -17.91295
C28 14.11263 -16.75508 -17.15621
H67 8.89830 -18.34216 -11.81564
H68 9.12850 -20.33435 -15.51741
C29 16.32742 -23.58984 -22.98283
H69 17.35101 -21.05700 -9.33814
H70 12.52640 -25.03301 -18.91716
H71 15.76080 -13.04130 -12.73457
O10 8.83197 -19.63084 -18.04552
O11 8.92279 -17.69057 -7.80945
H72 20.12143 -27.44475 -21.24274
H73 13.03629 -21.59764 -16.68229
H74 11.08277 -18.10702 -9.79827
H75 7.98454 -18.68184 -6.40260
H76 14.32166 -23.44800 -17.27412
H77 9.88923 -19.48622 -9.82925
H78 16.11810 -25.11491 -24.29332
O12 18.78364 -25.85647 -21.03047
H79 9.86601 -18.90307 -20.47546
C30 10.78563 -18.55207 -12.39297
H80 15.34671 -18.83052 -14.75755
H81 13.85249 -13.97631 -22.10729
H82 9.81957 -17.75952 -14.04381
H83 14.69551 -14.77293 -14.55908
O13 12.65814 -16.90578 -17.33454
H84 17.54114 -22.44519 -8.30501
C31 15.29419 -19.98571 -18.76000
H85 17.70030 -23.59366 -21.43358
C32 16.62214 -16.14456 -21.77961
N4 9.78400 -18.00530 -11.47503
H86 10.88168 -16.68648 -16.44223
O14 18.69878 -16.59285 -22.68123
H87 12.98734 -13.04063 -20.90777
H88 20.47272 -22.45507 -19.13623
H89 13.29627 -24.79859 -22.29275
H90 16.80770 -22.27517 -21.49859
O15 9.09343 -19.66360 -13.61243
H91 12.14446 -17.31115 -15.31264
H92 17.52709 -17.42667 -19.63325
H93 13.70239 -11.60980 -15.38045
H94 11.60401 -25.01818 -21.79290
C33 14.31821 -12.77032 -17.81487
H95 14.20702 -13.40580 -18.73014
H96 16.87589 -15.58869 -15.38913
H97 17.85349 -24.84265 -18.77400
N5 16.84952 -24.62544 -23.77857
C34 12.64026 -24.98727 -21.47362
H98 11.87773 -20.56212 -18.73761
H99 7.93801 -19.58541 -18.41326
H100 17.53680 -18.13655 -21.92671
C35 16.89575 -22.00654 -9.06623
C36 16.53748 -22.79841 -12.66032
C37 12.81928 -15.08376 -20.84085
N6 13.16282 -13.85880 -21.41765
H101 17.50649 -12.97053 -13.20216
H102 11.78522 -15.87983 -19.30729
H103 14.31329 -17.13531 -16.12529
H104 14.71782 -11.81644 -18.17894
H105 15.01823 -22.29461 -11.18830
H106 18.11940 -23.27596 -13.77754
N7 17.95432 -22.71608 -12.91723
H107 17.05545 -15.14224 -21.65313
C38 11.95172 -16.58960 -16.17649
H108 12.64989 -13.39048 -16.63630
H109 15.83017 -22.33752 -13.42293
O16 11.64419 -22.98923 -16.84050
H110 11.82630 -23.24081 -17.75737
H111 16.15074 -16.24118 -22.77976
C39 19.42391 -20.74549 -19.98134
H112 18.23264 -14.36667 -15.26992
N8 12.06646 -15.02764 -19.74694
C40 8.09716 -18.78276 -7.47423
H113 12.90238 -25.97970 -21.03926
C41 11.08667 -19.96805 -18.30136
H114 13.98091 -24.34521 -15.79270
H115 7.95385 -17.52127 -9.56930
C42 8.37974 -20.05310 -14.77107
H116 20.41677 -19.19461 -17.91685
C43 16.56188 -13.48807 -13.27985
C44 10.18715 -18.75731 -13.74932

Output
Kohn-Sham gap: 8.8 eV
ΔE to the lowest compared entry with this formula, charge and spin: 0.0 kcal per mole
HOMO energy: -8.54 eV
Charge: 0
SMILES string: COCCNCCOC.COCCNCCOC.COCCNCCOC.COCCNCCOC.NC(N)=O.NC(N)=O.CC(C)O.CC(C)O.CC(C)O.CC(C)O.CC(C)O.CC(C)O

| no. | lowest unoccupied orbital energy (eV) |
| --- | --- |
| 1 | 1.95 |
| 2 | 0.29 |